A molecular structure, C35H43Ge2N2O4PRuS2, computed with ωB97M-V with the def2-TZVPD basis set.

Its multiplicity is 2. The gap between HOMO and LUMO (spin up / spin down) is 7.374 / 7.160 eV. As for the charge: -1. The strongest force on any atom comes out at 0.24 eV/Å. The relative energy (zero: lowest compared OMol25 entry of this formula, charge and spin) comes out at 0.000 eV. The value obtained for the molar mass is 897.14 g mol⁻¹. As for the lowest unoccupied orbital energy (spin up / spin down): 0.0829 / 0.0829 hartree.

Geometry (Å):
Ru  0.6678  -1.0742  0.9452
Ge  0.9813  -0.9719  -2.5452
Ge  2.0117  0.7885  0.2987
S  -1.3393  -0.0902  0.1477
S  -1.1850  -3.0166  1.7623
P  -2.3129  -1.7857  0.7109
O  3.3870  -1.7594  6.1197
O  2.4056  -1.9245  1.7820
O  1.9437  -0.6249  7.3868
O  3.5994  -2.2846  3.6411
N  0.5397  -0.5063  3.0949
N  0.3318  -0.0320  5.2142
C  2.6253  -1.8144  3.0214
C  3.8763  0.3202  -0.2136
C  2.7906  -0.3725  -4.8340
C  0.1949  3.7975  -0.4750
C  2.3021  -1.0485  6.3061
C  0.8710  0.9780  -2.3818
C  -4.4962  -2.3108  2.3550
C  0.8797  5.9612  -1.2790
C  -2.8979  -4.3414  -2.4310
C  -5.6722  -2.0038  3.0207
C  3.2031  3.2712  1.4918
C  4.5089  1.2261  -1.2694
C  1.2467  1.6898  -1.3140
C  1.1285  -1.9515  -0.8685
C  -4.3919  -0.0646  1.5016
C  1.9037  3.9623  -2.1452
C  -0.2193  0.0967  3.9841
C  -1.0716  -0.7558  -4.7054
C  -1.5020  0.7977  3.7251
C  -2.9436  -2.5653  -0.8110
C  2.1837  2.1591  1.7353
C  1.7909  5.3460  -2.1252
C  -3.8634  -1.8773  -1.6011
C  -3.8101  -3.6547  -3.2157
C  -6.2116  -0.7264  2.9276
C  1.1136  3.1666  -1.3157
C  -3.8524  -1.3428  1.5879
C  1.6023  -1.0423  3.7742
C  1.4894  -0.7567  5.1037
C  -5.5710  0.2418  2.1692
C  -4.2973  -2.4212  -2.7974
C  -0.6351  -1.5824  -3.4979
C  -2.4644  -3.7988  -1.2273
C  0.0766  5.1783  -0.4585
C  2.5807  -1.3300  -3.6620
H  2.5244  -2.3649  -4.0140
H  -0.3175  -0.7567  -5.4954
H  2.4496  1.6015  2.6394
H  2.8363  0.6635  -4.4895
H  1.1917  2.5812  1.9243
H  3.7199  -0.5810  -5.3722
H  2.4211  5.9451  -2.7719
H  4.4684  0.3335  0.7074
H  3.4996  -2.0249  5.1307
H  2.9367  3.8759  0.6225
H  -2.3478  0.1374  3.9304
H  -1.5920  1.6872  4.3499
H  -4.2266  -0.9054  -1.2868
H  -1.4355  -1.6010  -2.7557
H  4.5294  2.2693  -0.9443
H  3.8752  -0.7198  -0.5482
H  5.5380  0.9310  -1.4984
H  -7.1278  -0.4857  3.4524
H  1.9749  -0.4321  -5.5576
H  -1.7428  -4.3178  -0.6085
H  0.7931  7.0405  -1.2593
H  -6.1656  -2.7590  3.6194
H  4.1980  2.8570  1.3110
H  -1.2499  0.2858  -4.4293
H  -0.4327  3.1875  0.1655
H  -4.0561  -3.2971  2.4417
H  -5.0048  -1.8789  -3.4119
H  2.6226  3.4819  -2.7983
H  3.2850  3.9474  2.3487
H  0.4977  -2.8453  -0.9750
H  0.4728  1.5309  -3.2385
H  -0.6450  5.6479  0.1995
H  -4.1391  -4.0741  -4.1584
H  -0.0120  0.3249  6.0912
H  -1.9996  -1.1391  -5.1411
H  2.1638  -2.3009  -0.7814
H  -5.9834  1.2408  2.1012
H  -0.4664  -2.6247  -3.7870
H  -3.8756  0.6942  0.9254
H  3.4395  -1.2840  -2.9858
H  -1.5479  1.0811  2.6759
H  -2.5108  -5.2981  -2.7585
H  3.9420  1.1959  -2.2031

---

10 unconnected molecules or ions with the total composition C26H49Cl4FO24 in a non-equilibrium geometry, computed with ωB97M-V with the def2-TZVPD basis set.

The gap between HOMO and LUMO is 10.793 eV. The strongest force on any atom comes out at 4.55 eV/Å. The value obtained for the molar mass is 906.46 g mol⁻¹. As for the lowest unoccupied orbital energy: 0.0130 hartree.

Geometry (Å):
Cl  4.9209  -13.1181  13.9890
Cl  2.2942  -12.3310  12.8797
Cl  -2.0698  -10.8859  12.1357
Cl  -3.6785  -10.8523  9.6670
F  0.9465  -10.6254  15.6257
O  -0.6190  -5.0078  12.4712
O  -0.7615  -10.7047  17.1008
O  -8.8896  -7.0394  16.6797
O  -0.4584  -6.6605  13.8217
O  -6.9504  -7.9757  16.2692
O  -7.8064  -8.2228  18.3221
O  -2.1564  -11.3825  15.5534
O  -0.5066  -15.8216  16.0827
O  -5.7334  -13.3270  18.9153
O  3.3078  -13.1555  17.6545
O  -2.9898  -10.1062  17.2075
O  4.9297  -8.4454  15.2542
O  3.0522  -7.6123  16.3083
O  3.8667  -9.7375  16.8304
O  -1.7431  -6.9029  11.8320
O  -6.7281  -14.7941  20.1938
O  -6.6255  -11.5651  21.8730
O  -4.7723  -15.4089  19.1135
O  -4.3221  -11.0443  21.8512
O  3.7422  -14.4708  19.5498
O  -5.9392  -9.9329  20.6996
O  5.2621  -13.1882  18.7466
O  1.6614  -16.0650  15.8343
O  0.4317  -17.7085  16.8628
C  2.4157  -14.8961  19.9090
C  -6.6037  -12.5797  22.9027
C  2.9670  -16.6651  16.0337
C  4.0432  -13.5652  18.5673
C  0.0713  -11.4749  16.2275
C  5.8030  -9.4829  14.8981
C  -1.8300  -16.2106  16.2298
C  1.8860  -7.6939  17.1458
C  -5.6120  -14.5451  19.4397
C  -5.8654  -8.8354  16.4338
C  5.9650  -12.3141  17.8091
C  -0.5749  -7.9600  14.3156
C  -10.0311  -6.7905  17.4725
C  3.9849  -8.6540  16.2596
C  -0.4019  -4.4699  11.1909
C  -7.8915  -7.8218  17.1876
C  -6.9699  -16.1044  20.6627
C  0.5151  -16.6609  16.3113
C  -0.9415  -12.0098  15.1899
C  -5.4513  -10.8716  21.4801
C  -2.0449  -10.6598  16.6141
C  -5.1256  -12.9049  17.6727
C  -1.0695  -6.2980  12.6841
C  3.1718  -12.9166  14.2974
C  -3.0309  -9.8412  10.9736
C  -5.0015  -9.0125  20.1015
H  -5.2131  -8.3544  17.1627
H  -2.1728  -16.9677  15.5245
H  -6.2228  -9.8106  16.7645
H  2.3566  -14.9004  20.9974
H  -5.5043  -8.1199  19.7292
H  -5.7828  -12.1089  17.3228
H  -5.8646  -12.4816  23.6978
H  -5.1014  -13.7816  17.0254
H  6.5517  -12.9446  17.1409
H  -1.1137  -13.0856  15.2234
H  -3.8654  -9.3467  11.4707
H  -2.0937  -16.5070  17.2450
H  -7.0048  -16.7408  19.7785
H  -4.0870  -12.5923  17.7807
H  -7.5169  -12.5871  23.4977
H  -6.1556  -16.3576  21.3416
H  -1.5491  -8.4318  14.1877
H  -7.9026  -16.1408  21.2256
H  2.9790  -12.2763  15.1582
H  -2.4122  -15.3461  15.9108
H  1.2191  -8.4625  16.7551
H  2.8755  -17.7255  16.2686
H  -10.5647  -7.6510  17.8760
H  2.7226  -13.8816  14.5320
H  -5.3199  -8.9846  15.5020
H  2.1332  -7.9200  18.1830
H  -0.1318  -5.2453  10.4740
H  -1.3219  -4.0584  10.7758
H  -0.6908  -11.7489  14.1617
H  3.4091  -16.1771  16.9023
H  1.3903  -6.7318  17.0167
H  -10.7802  -6.1384  17.0233
H  -4.2572  -8.6201  20.7945
H  -2.4008  -9.0275  10.6145
H  6.7661  -9.4255  15.4054
H  2.2181  -15.9005  19.5346
H  6.6201  -11.5415  18.2115
H  1.6842  -14.1477  19.6043
H  5.3459  -10.4608  15.0493
H  0.7006  -12.2369  16.6872
H  -9.5713  -6.2648  18.3093
H  0.4546  -3.7961  11.1682
H  5.2508  -11.9205  17.0858
H  3.6132  -16.6010  15.1583
H  0.2146  -8.5384  13.8357
H  6.0478  -9.4354  13.8371
H  -4.4751  -9.4925  19.2765
H  -0.4127  -7.9435  15.3934
H  -6.5279  -13.5836  22.4851

---

2 unconnected molecules or ions with the total composition C8H15N2O in a non-equilibrium geometry, computed with ωB97M-V with the def2-TZVPD basis set.

The gap between HOMO and LUMO (spin up / spin down) is 8.612 / 8.612 eV. As for the charge: +1. The strongest force on any atom comes out at 4.06 eV/Å. The relative energy (zero: lowest compared OMol25 entry of this formula, charge and spin) comes out at 4.774 eV. The value obtained for the molar mass is 155.22 g mol⁻¹. As for the lowest unoccupied orbital energy (spin up / spin down): -0.1731 / -0.1731 hartree.

Geometry (Å):
O  -0.1566  3.1505  0.3427
N  -0.5383  0.9660  -0.7089
N  2.0693  0.1053  0.4356
C  2.3749  0.7527  -0.7975
C  2.3502  -1.2818  0.5939
C  -0.3091  1.9968  0.2781
C  -1.5113  0.3421  -1.5080
C  -2.2823  -0.4819  0.8493
C  -0.2004  0.6256  0.5714
C  -0.7510  -0.5522  1.3064
C  -2.5637  -0.5423  -0.6780
H  1.3898  -1.8579  0.7622
H  -2.7014  0.5038  1.2435
H  -0.2585  -1.4408  1.0275
H  1.9696  1.7729  -0.7836
H  -0.4844  -0.3613  2.4004
H  2.0570  0.2044  -1.6035
H  3.1079  -1.6144  1.3439
H  2.6699  -1.6514  -0.3939
H  -3.5625  -0.0781  -0.8291
H  -0.9573  -0.2821  -2.2466
H  2.1847  0.5872  1.2768
H  3.5023  0.8584  -1.0471
H  -2.4257  -1.5964  -1.0697
H  -2.1147  1.1142  -2.1180
H  -2.8586  -1.2394  1.3523

---

C2H4N2O2 in the gas phase in a non-equilibrium geometry, computed with ωB97M-V with the def2-TZVPD basis set.

The gap between HOMO and LUMO is 9.772 eV. The strongest force on any atom comes out at 7.64 eV/Å. The relative energy (zero: lowest compared OMol25 entry of this formula, charge and spin) comes out at 2.160 eV. The value obtained for the molar mass is 88.07 g mol⁻¹. As for the lowest unoccupied orbital energy: -0.0201 hartree.

Geometry (Å):
O  -1.1328  -1.3742  -0.0182
O  0.9591  1.3982  -0.0531
N  1.6842  -0.7754  0.2494
N  -1.7154  0.7465  0.3361
C  0.6466  0.2290  0.0816
C  -0.6961  -0.2158  0.0189
H  2.6023  -0.3534  0.1013
H  -2.5928  0.3464  -0.3092
H  -1.3147  1.7560  -0.1888
H  1.5596  -1.7573  -0.2179

---

C4H4O3 in the gas phase in a non-equilibrium geometry, computed with ωB97M-V with the def2-TZVPD basis set.

The gap between HOMO and LUMO is 11.151 eV. The strongest force on any atom comes out at 2.07 eV/Å. The relative energy (zero: lowest compared OMol25 entry of this formula, charge and spin) comes out at 4.279 eV. The value obtained for the molar mass is 100.07 g mol⁻¹. As for the lowest unoccupied orbital energy: 0.0268 hartree.

Geometry (Å):
O  1.8292  1.1692  -0.3588
O  -0.7442  1.2945  -1.3791
O  -1.1140  -0.9821  0.1304
C  0.1130  0.0184  0.1708
C  -0.0723  -1.0927  1.0642
C  1.1261  0.3317  -0.8824
C  -0.9036  0.9840  -0.2083
H  -0.2857  -0.9421  2.1146
H  0.5366  -1.9618  0.8235
H  -1.7403  1.2915  0.4103
H  1.2552  -0.1106  -1.8852

---

2 unconnected molecules or ions with the total composition C18H34F4N4O2P, computed with ωB97M-V with the def2-TZVPD basis set.

The gap between HOMO and LUMO is 8.527 eV. As for the charge: +1. The strongest force on any atom comes out at 0.90 eV/Å. The value obtained for the molar mass is 445.46 g mol⁻¹. As for the lowest unoccupied orbital energy: -0.0901 hartree.

Geometry (Å):
P  1.1722  -0.9627  -0.3227
F  -1.8930  -2.3346  -4.3119
F  2.3038  5.3066  1.6066
F  -2.6371  -2.2850  -2.2791
F  -1.1990  -3.7902  -2.8638
O  -0.5510  -0.7045  1.6736
O  -3.0700  -1.7458  3.9631
N  2.4630  2.6495  -1.7880
N  2.0265  0.5343  -3.0123
N  3.1556  -2.0432  -1.8866
N  0.2656  1.8422  -2.0817
C  3.7012  -3.3230  -2.3830
C  -4.8140  -3.3057  3.3416
C  -0.3872  -1.3739  -1.1296
C  -1.7090  -1.5706  3.6634
C  -1.4416  -1.7190  2.1566
C  2.4350  -2.2138  -0.6295
C  -3.4967  -3.1036  4.0669
C  -0.3908  -1.5790  -2.6493
C  -1.6106  5.7275  0.4767
C  -0.8033  4.7840  -0.1452
C  -1.5408  -2.4984  -3.0321
C  0.5261  4.6369  0.2272
C  1.8459  0.7012  -0.5713
C  1.0126  5.4485  1.2330
C  1.6392  1.4174  -1.9085
C  -1.0892  6.5297  1.4825
C  0.2356  6.3928  1.8717
C  0.7808  -1.0693  1.4775
H  2.9108  0.6619  -0.3248
H  3.4224  2.3737  -1.5890
H  2.9246  -3.9577  -2.8242
H  -0.6550  -2.3269  -0.6542
H  -5.6354  -2.8195  3.8694
H  -0.5571  -0.6377  -3.1659
H  0.5114  -2.0668  -3.0081
H  -1.7139  7.2681  1.9663
H  -1.4263  -0.5560  3.9487
H  1.4557  -0.3888  2.0082
H  1.3789  1.3314  0.1958
H  -1.2045  4.1619  -0.9340
H  1.9882  -3.2074  -0.4829
H  4.1406  -3.8765  -1.5523
H  -2.3935  -1.5941  1.6349
H  1.0136  -2.0877  1.8099
H  1.1905  3.9181  -0.2437
H  -2.6434  5.8402  0.1760
H  -2.7406  -3.7868  3.6590
H  3.0119  0.3017  -2.9294
H  4.4854  -3.1328  -3.1122
H  3.1459  -2.0691  0.1982
H  -0.0661  1.7166  -3.0266
H  -1.1146  -2.2918  4.2359
H  -3.6037  -3.3499  5.1284
H  -4.7596  -2.9117  2.3243
H  -0.3892  1.4510  -1.4229
H  0.6632  7.0035  2.6552
H  -1.1320  -0.6532  -0.7935
H  2.5187  -1.6909  -2.5910
H  -5.0287  -4.3762  3.2888
H  2.5037  3.0942  -2.7017
H  1.9216  1.0233  -3.8957
H  -1.0534  -2.7125  1.9074